31
Properties=species:S:1:pos:R:3:forces:R:3 method="wB97M-V/def2-TZVPD" relative_energy_ev=0.000 spin_multiplicity=2 charge=-1 homo_ev="-0.3 / -3.9" orbital_gap_ev="3.114 / 6.737" s2=0.753 e_tot_ev=-18804.4187 lumo_energy_ha="0.104 / 0.103"
O -1.87933 -2.26859 1.18405 -0.1 -0.1 0.7
C -1.91919 -2.09290 -0.08829 0.7 0.2 -0.7
C -2.17851 -0.73608 -0.71532 -0.4 -1.7 -0.5
C -1.43557 -0.50780 -2.02356 1.7 -0.2 -0.7
C -1.49386 0.96633 -2.47005 -2.1 -0.7 0.8
H -2.03997 -2.96081 -0.76528 -0.1 0.1 0.0
H -3.23743 -0.76216 -1.02940 -0.3 0.6 0.2
H -2.03595 0.03338 0.03470 0.1 0.3 0.1
H -0.36580 -0.78530 -1.98376 0.0 0.3 0.9
H -1.64931 -1.28718 -2.77361 -1.1 0.6 0.0
H -0.93976 1.49878 -1.69501 0.1 0.2 -0.9
H -2.51780 1.32074 -2.25129 0.0 -0.1 -0.3
H -1.36422 1.16145 -3.53625 0.7 0.2 0.2
H 0.01836 2.81335 0.28057 -0.2 0.1 0.8
H -0.91404 1.97090 1.06421 -0.1 0.3 0.3
O -0.44846 2.81916 1.15863 0.0 -0.5 -1.0
H 2.09173 -0.71042 2.50590 -0.2 0.0 -0.1
H 2.68390 -2.10203 2.25879 -0.1 -0.1 0.1
O 2.40720 -1.30044 1.80789 0.2 0.2 0.1
H 0.72778 2.17529 2.61528 0.5 0.1 -0.2
H 2.13641 2.29891 2.04414 -0.1 0.0 -0.1
O 1.66964 2.04711 2.84401 -0.1 -0.3 0.4
H 1.76752 1.69299 -0.94331 -0.3 -0.1 0.0
H 0.63456 1.95319 -2.02098 0.3 0.0 0.3
O 0.89888 2.11448 -1.10650 0.6 0.4 -0.2
H 2.31071 -0.21865 0.10934 0.1 0.2 -0.3
H 3.55515 0.52474 0.43207 0.2 0.1 -0.1
O 2.87600 0.49587 -0.24813 -0.1 -0.4 0.3
H 0.94130 -3.15401 1.59322 -0.1 0.3 -0.3
H -0.57725 -3.31588 1.68798 -0.2 0.4 0.0
O 0.27731 -3.68442 2.02996 0.1 -0.5 0.2

10
Properties=species:S:1:pos:R:3:forces:R:3 method="wB97M-V/def2-TZVPD" relative_energy_ev=3.417 spin_multiplicity=1 homo_ev="-8.4 / -8.2" orbital_gap_ev="3.837 / 3.649" e_tot_ev=-87013.1205 lumo_energy_ha="-0.166 / -0.169"
C 0.74504 -0.30750 0.86079 -0.8 -0.4 -0.1
C 1.45394 0.23263 -0.25735 -0.5 -0.1 -0.2
C -0.47084 -0.64705 0.35694 0.4 -0.1 1.5
N 0.72244 0.21190 -1.33482 1.2 0.8 -1.1
N -0.45786 -0.31990 -0.97863 -1.2 -0.3 -1.1
S -1.67939 -0.51250 -2.03954 0.6 0.6 1.2
Br -2.51356 2.18838 1.01076 0.2 -0.5 -0.5
H 1.10400 -0.41053 1.86259 0.0 0.0 0.3
H 2.44881 0.62800 -0.28025 0.3 0.1 -0.1
H -1.35258 -1.06343 0.79952 -0.1 0.0 0.1

141
Properties=species:S:1:pos:R:3:forces:R:3 method="wB97M-V/def2-TZVPD" relative_energy_ev=1.080 spin_multiplicity=1 homo_ev=-9.4 orbital_gap_ev=9.919 e_tot_ev=-63398.5595 lumo_energy_ha=0.019
C 12.40163 -14.69858 -4.79092 -0.2 0.6 -1.5
C 11.92093 -15.63571 -5.92995 -0.2 1.6 0.0
C 10.67633 -15.12135 -6.67703 -0.8 -0.1 0.7
O 13.00032 -15.73409 -6.90810 0.1 0.7 1.1
H 12.75921 -13.76811 -5.25649 0.0 -0.1 0.0
H 13.26764 -15.13450 -4.31381 -0.1 -0.1 0.5
H 11.61002 -14.35252 -4.10613 0.4 -0.8 -0.1
H 11.75605 -16.59377 -5.50417 -0.3 -1.1 0.2
H 10.48042 -15.77380 -7.54972 0.1 0.5 0.2
H 10.81197 -14.06223 -6.93928 0.2 -0.4 -0.4
H 9.72040 -15.10932 -6.08021 1.1 -0.3 -0.2
H 12.68138 -16.24842 -7.63702 -0.4 -0.5 -0.7
C 13.97372 -13.33386 -1.49467 0.2 -2.0 -1.0
C 14.09954 -14.88729 -1.53029 -0.1 0.7 -0.7
C 14.76269 -15.35288 -0.27612 0.1 -0.5 1.1
O 12.81169 -15.47106 -1.71050 0.2 -1.2 -0.3
H 13.16342 -13.05343 -0.85574 -0.5 0.2 0.5
H 13.77051 -13.00664 -2.51710 0.2 0.4 0.2
H 14.92650 -13.01151 -1.09903 0.1 0.7 -0.1
H 14.73428 -15.17012 -2.38773 -0.1 0.1 0.1
H 14.18889 -14.92242 0.57997 0.7 -0.3 -0.4
H 15.83779 -15.06022 -0.25766 -0.8 -0.1 0.2
H 14.70082 -16.45344 -0.18477 0.1 0.4 -0.1
H 12.97421 -16.42642 -1.97385 0.0 1.5 0.5
C 18.39024 -12.73984 -0.87835 0.1 0.4 -1.1
C 19.34629 -12.88927 -2.05525 0.0 -0.1 -1.1
C 20.78889 -12.84414 -1.67661 1.2 0.0 1.5
O 19.16477 -14.16816 -2.71098 -0.7 0.2 -0.8
H 17.39039 -12.95112 -1.22574 -0.4 -0.4 0.0
H 18.31623 -11.71727 -0.50306 0.5 -0.1 0.2
H 18.70507 -13.45011 -0.14362 -0.1 -0.3 0.8
H 19.17807 -12.13379 -2.81926 -0.2 0.2 0.0
H 21.08376 -11.90431 -1.19501 -0.2 0.1 -0.2
H 21.49950 -13.02684 -2.49581 -0.5 0.0 0.1
H 20.96378 -13.60266 -0.88554 0.1 0.2 -0.5
H 18.97420 -14.00897 -3.67360 0.3 0.1 0.9
C 24.13936 -14.57184 -3.59390 0.1 -0.3 0.2
C 22.97052 -15.43348 -4.06242 -0.4 -0.7 1.4
C 22.07602 -14.85965 -5.10753 0.5 0.8 -0.4
O 23.49071 -16.68356 -4.54415 0.0 -0.3 0.2
H 24.88475 -15.24187 -3.14541 -0.2 0.3 0.3
H 23.88543 -13.77357 -2.90786 -0.4 -0.1 0.5
H 24.66337 -14.05026 -4.36090 0.3 0.1 -1.2
H 22.32165 -15.61360 -3.16533 0.5 -0.1 -0.5
H 21.16509 -15.38538 -5.33701 -0.4 -0.5 0.6
H 22.58466 -14.87093 -6.07286 0.3 0.6 0.0
H 21.83788 -13.86316 -4.71845 -0.2 0.1 -0.7
H 24.01386 -17.09364 -3.83534 -0.3 0.2 -0.4
C 20.51989 -16.69388 -1.22951 0.6 -0.7 -1.5
C 19.28289 -17.35741 -1.94316 -0.1 1.2 0.5
C 19.01135 -18.73806 -1.38336 0.8 0.1 0.0
O 18.12869 -16.51087 -1.72499 0.0 -0.8 0.0
H 20.57488 -15.61828 -1.43059 -0.2 -0.4 -0.2
H 21.51185 -17.13846 -1.60590 -1.4 0.4 0.8
H 20.41318 -16.78734 -0.15574 0.1 -0.3 0.2
H 19.40465 -17.46613 -3.02060 0.5 0.2 -0.2
H 19.87179 -19.37853 -1.59557 0.0 0.0 0.0
H 18.14964 -19.25050 -1.78255 -0.4 0.2 -0.2
H 18.94454 -18.66942 -0.31327 -0.3 -0.1 0.6
H 18.27090 -15.65688 -2.17661 0.3 -0.2 0.3
C 14.42817 -19.87892 -4.00404 0.0 -0.3 0.2
C 13.66220 -18.58567 -3.72167 0.1 0.3 -0.8
C 12.13790 -18.71008 -3.59284 0.6 -0.3 0.9
O 14.13603 -17.95864 -2.51744 -0.1 0.0 0.2
H 15.51814 -19.67089 -4.01990 -0.6 -0.1 -0.1
H 14.15278 -20.36909 -4.96756 0.2 0.5 0.7
H 14.23004 -20.59362 -3.17895 0.1 0.3 -0.4
H 13.79908 -17.88788 -4.58781 0.4 -0.3 0.6
H 11.85263 -19.52283 -2.88431 0.1 0.3 -0.7
H 11.71287 -18.83098 -4.59817 -0.2 -0.1 0.5
H 11.78706 -17.78867 -3.10537 -0.2 -0.1 -0.5
H 15.06153 -18.14195 -2.28275 -0.4 0.0 -0.6
C 15.58436 -19.91458 -9.52559 0.8 0.4 -0.4
C 16.82309 -19.88925 -8.62621 -0.2 -2.4 -0.1
C 17.87884 -18.92661 -9.05703 0.2 1.2 -0.6
O 16.50001 -19.72509 -7.27980 -0.4 0.1 0.7
H 15.96524 -19.90803 -10.56831 -0.6 -0.5 0.4
H 15.13402 -18.95522 -9.38076 -0.7 0.8 -0.1
H 14.83493 -20.69464 -9.28388 0.8 0.3 -0.3
H 17.20598 -20.93950 -8.66731 0.2 0.7 0.0
H 18.27724 -19.17517 -10.03600 0.2 -0.2 -0.1
H 18.69619 -18.83748 -8.34631 0.1 -0.4 0.1
H 17.49220 -17.89850 -9.16101 -0.2 -0.2 0.1
H 16.07222 -18.86479 -7.17131 -0.2 0.3 0.2
C 11.30961 -20.25727 -9.60225 0.0 1.6 -1.1
C 11.30200 -19.94284 -8.15708 -0.6 0.4 1.2
C 12.71821 -19.80561 -7.63061 -1.0 1.6 -0.4
O 10.60302 -18.71173 -7.85776 0.1 0.1 -0.5
H 10.32081 -20.36461 -10.03665 -0.2 0.1 -0.1
H 11.84602 -21.13208 -9.82729 0.7 -1.4 -0.1
H 11.87447 -19.45261 -10.10938 -0.5 -0.2 -0.1
H 10.74096 -20.73106 -7.62979 0.4 0.0 0.1
H 13.14190 -20.73898 -7.80204 1.2 -1.7 0.1
H 12.70230 -19.56196 -6.57165 0.3 0.1 0.0
H 13.29640 -19.06704 -8.24146 -0.6 -0.4 0.7
H 9.88828 -18.59724 -8.50072 0.2 -0.1 0.2
C 13.49807 -11.37418 -8.70036 0.0 -0.2 -0.3
C 14.48159 -12.54765 -8.56458 -1.6 -0.7 -0.4
O 14.55167 -13.11213 -7.26461 0.8 0.8 0.1
H 12.51798 -11.65908 -8.30119 0.3 0.3 0.6
H 13.23404 -11.23187 -9.75233 0.5 0.1 -0.1
H 13.89815 -10.42547 -8.31077 -0.4 -0.4 0.1
H 15.47853 -12.22840 -8.83419 0.3 -0.2 -0.1
H 14.09272 -13.35518 -9.24766 0.8 0.7 0.2
H 13.73894 -13.57162 -7.07131 -0.4 -0.4 0.0
C 19.62186 -14.87163 -9.47037 -0.3 0.2 1.2
C 20.86113 -14.73411 -8.63295 -0.2 -0.1 1.8
O 20.63119 -13.67705 -7.59745 0.7 -0.8 -1.2
H 18.73081 -14.98797 -8.81654 0.5 -0.1 -0.4
H 19.74890 -15.74338 -10.09306 -0.2 -0.2 -0.4
H 19.47457 -13.96487 -10.03400 -0.1 0.2 -0.5
H 21.72765 -14.50218 -9.23167 0.3 0.5 -0.2
H 21.13341 -15.67365 -8.10541 -0.4 0.5 -0.2
H 21.51609 -13.38577 -7.32769 -0.4 -0.1 0.0
C 22.88726 -19.35688 -6.95796 0.6 0.7 0.4
C 22.21741 -18.13724 -7.57625 -0.2 -0.5 -0.4
O 23.02725 -16.99702 -7.39189 0.2 0.0 -0.7
H 23.81816 -19.47498 -7.51181 0.2 -0.2 0.2
H 22.35075 -20.28507 -7.02179 -0.5 -0.3 -0.1
H 23.11979 -19.16680 -5.88595 -0.1 -0.1 -0.7
H 21.24096 -17.92150 -7.16499 -0.6 -0.2 0.3
H 22.06630 -18.31280 -8.65713 0.2 0.3 0.3
H 23.29187 -17.02512 -6.47114 0.3 0.3 0.6
C 16.85027 -11.82602 -4.64825 1.0 -0.6 -0.4
C 17.78940 -12.31918 -5.77901 -0.5 0.5 0.6
O 18.94201 -13.04099 -5.30189 -1.2 0.6 0.9
H 17.39515 -11.35535 -3.83462 0.1 0.1 0.0
H 16.29566 -12.65607 -4.24606 -0.2 -0.4 0.3
H 16.12521 -11.12742 -5.03306 -0.2 0.3 -0.3
H 18.14539 -11.45498 -6.35339 -0.1 -0.1 0.0
H 17.19968 -12.97902 -6.41233 0.0 0.1 -0.3
H 19.37152 -13.30791 -6.10354 1.0 -0.6 -0.8
C 17.36391 -16.76537 -5.32829 -0.5 0.3 -0.3
C 16.52064 -16.18922 -6.50084 0.6 -0.3 1.0
O 15.43342 -17.08875 -6.74100 1.7 -0.8 -0.3
H 17.60702 -17.78667 -5.58049 0.2 -0.5 0.0
H 16.87666 -16.77476 -4.33424 -0.1 0.2 -0.6
H 18.30011 -16.22917 -5.21402 0.2 0.3 -0.1
H 17.19755 -16.03191 -7.38414 -0.8 -0.4 0.5
H 16.10118 -15.23193 -6.22093 0.0 0.4 -0.1
H 14.62811 -16.60514 -6.80915 -1.2 0.8 0.0

17
Properties=species:S:1:pos:R:3:forces:R:3 method="wB97M-V/def2-TZVPD" relative_energy_ev=3.634 spin_multiplicity=1 homo_ev=-8.2 orbital_gap_ev=8.706 e_tot_ev=-31538.9202 lumo_energy_ha=0.017
C 0.52307 -0.26737 -1.50120 -0.7 -3.7 1.6
C 0.71338 0.90053 -1.96193 1.7 2.4 -2.8
C 0.57881 -0.16170 -0.02525 -1.3 -1.0 0.2
C 0.82158 1.18802 0.47925 0.8 0.6 -1.5
C 0.46385 1.48480 1.70713 0.4 1.3 1.9
C -1.76340 -1.06698 -0.24042 0.6 -3.7 0.9
N -0.48530 -0.82513 0.58705 -1.1 -0.5 0.2
O 1.40163 -1.22636 2.54615 -0.3 0.5 -0.3
S 1.42712 2.10091 -0.99783 0.0 1.0 2.5
S 1.10257 -1.54342 1.15789 -1.6 -0.9 -1.4
H 0.11814 -1.17928 -2.01047 0.7 1.2 0.5
H 0.75661 1.16916 -2.97419 -0.4 0.2 -1.5
H -0.13945 0.76020 2.27039 0.6 0.2 -0.3
H 0.79988 2.36448 2.29860 -0.5 -0.4 -0.9
H -1.65712 -1.87663 -1.05171 0.3 1.3 0.8
H -2.45849 -1.63734 0.44130 0.4 1.3 -0.5
H -2.20287 -0.18390 -0.72475 0.5 0.0 0.7